{
  "formula": "C5H12N2",
  "method": "ωB97M-V/def2-TZVPD",
  "species": ["C", "C", "N", "C", "C", "C", "N", "H", "H", "H", "H", "H", "H", "H", "H", "H", "H", "H", "H"],
  "xyz": [[0.6735, 1.4490, 1.2146], [0.8308, -0.0591, 1.1157], [2.2853, -0.3766, 1.2574], [0.3012, -0.6804, -0.1740], [-1.2357, -0.7199, -0.1817], [-1.9674, -0.4953, -1.2634], [-1.4496, 0.1429, -2.4346], [0.8847, 1.7233, 2.2443], [-0.3297, 1.7724, 0.9234], [1.3682, 1.9166, 0.5253], [0.3691, -0.5909, 1.9509], [2.7391, -0.4632, 0.3614], [2.4401, -1.1810, 1.8424], [0.6058, -0.0908, -1.0358], [0.5565, -1.7233, -0.3043], [-1.6698, -1.0331, 0.7606], [-3.0029, -0.8079, -1.3698], [-1.2540, 1.1225, -2.2667], [-2.1451, 0.0948, -3.1660]],
  "mulliken_charge": [-1.33, 0.32, -0.66, -0.62, -0.66, -0.17, -0.56, 0.33, 0.34, 0.34, 0.41, 0.24, 0.23, 0.42, 0.24, 0.32, 0.36, 0.20, 0.27],
  "mol_weight_g_mol": 100.16,
  "smiles": "C[C@H](N)C/C=C\\N",
  "e_tot_ha": -307.1864
}

{
  "formula": "C5H12N2",
  "method": "ωB97M-V/def2-TZVPD",
  "species": ["C", "C", "C", "C", "N", "C", "N", "H", "H", "H", "H", "H", "H", "H", "H", "H", "H", "H", "H"],
  "xyz": [[1.5269, 1.9467, 1.2772], [0.9004, 0.5565, 1.1894], [0.8544, 0.0176, -0.2306], [-0.3572, -0.7917, -0.6659], [-0.0488, -1.5968, -1.7844], [-1.5047, -0.8725, 0.0613], [-2.8921, -0.8264, -0.3489], [0.9131, 2.6769, 0.7103], [2.4344, 1.9421, 0.6286], [1.7657, 2.4750, 2.2063], [-0.0999, 0.6504, 1.6016], [1.5343, -0.1520, 1.7665], [0.9280, 0.8970, -0.9138], [1.7165, -0.5678, -0.5541], [-0.6867, -1.8036, -2.5318], [0.9235, -1.6823, -2.0174], [-1.4853, -1.1345, 1.1060], [-3.1479, -0.0139, -0.8766], [-3.2746, -1.7208, -0.6237]],
  "mulliken_charge": [-1.42, -0.19, -0.70, 0.38, -0.46, -0.35, -0.52, 0.35, 0.32, 0.35, 0.34, 0.23, 0.27, 0.34, 0.18, 0.17, 0.31, 0.21, 0.20],
  "mol_weight_g_mol": 100.16,
  "smiles": "CCC/C(N)=C/N",
  "e_tot_ha": -307.1286
}

{
  "formula": "C5H12N2",
  "method": "ωB97M-V/def2-TZVPD",
  "species": ["C", "N", "C", "C", "C", "C", "N", "H", "H", "H", "H", "H", "H", "H", "H", "H", "H", "H", "H"],
  "xyz": [[-2.5534, 0.2566, -2.0130], [-1.9921, 0.4579, -0.8846], [-0.6478, 0.9870, -0.9031], [0.4640, 0.0002, -0.5941], [0.5601, -0.2439, 0.9244], [1.3480, -1.5616, 1.2550], [1.1940, 0.9381, 1.5716], [-2.0388, -0.0627, -2.9218], [-3.6400, 0.2575, -2.0016], [-0.5530, 1.7712, -0.1271], [-0.4822, 1.4583, -1.8738], [1.4271, 0.4644, -0.8705], [0.3349, -0.9537, -1.1005], [-0.4262, -0.2783, 1.3896], [1.0828, -1.9764, 2.2290], [2.4139, -1.2710, 1.1824], [1.1171, -2.1857, 0.3890], [1.9092, 0.5791, 2.1981], [0.4824, 1.3630, 2.1511]],
  "mulliken_charge": [-0.32, -0.42, -0.73, -0.61, 0.18, -1.32, -0.71, 0.29, 0.26, 0.32, 0.43, 0.34, 0.34, 0.37, 0.32, 0.38, 0.37, 0.23, 0.26],
  "mol_weight_g_mol": 100.16,
  "smiles": "C=NCC[C@@H](C)N",
  "e_tot_ha": -307.1625
}

{
  "formula": "C5H12N2",
  "method": "ωB97M-V/def2-TZVPD",
  "species": ["C", "C", "C", "N", "H", "H", "H", "H", "H", "H", "H", "C", "N", "C", "H", "H", "H", "H", "H"],
  "xyz": [[2.5615, 0.4724, 0.3699], [1.6946, 0.0125, 1.5009], [0.7477, -0.9090, 1.3735], [-0.0783, -1.3887, 2.3972], [2.3669, -0.1168, -0.5289], [2.4030, 1.5222, 0.1286], [3.6217, 0.3483, 0.6047], [1.9306, 0.3712, 2.4969], [0.6009, -1.4329, 0.4333], [-1.0081, -1.6300, 2.0893], [-0.1375, -0.7682, 3.1934], [-2.8764, 0.7843, -1.0708], [-2.4292, -0.0852, -1.8537], [-1.0681, 0.0913, -2.3270], [-3.8911, 0.7268, -0.6812], [-2.3254, 1.6610, -0.7076], [-0.4817, -0.7970, -2.0845], [-0.5532, 0.9664, -1.9205], [-1.0779, 0.1714, -3.4134]],
  "mulliken_charge": [-1.08, -0.14, -0.08, -0.56, 0.27, 0.26, 0.33, 0.28, 0.25, 0.24, 0.23, -0.22, -0.40, -0.60, 0.26, 0.22, 0.17, 0.27, 0.31],
  "mol_weight_g_mol": 100.16,
  "smiles": "C/C=C/N.C=NC",
  "e_tot_ha": -307.1616
}

{
  "formula": "C5H12N2",
  "method": "ωB97M-V/def2-TZVPD",
  "species": ["C", "C", "C", "C", "N", "C", "N", "H", "H", "H", "H", "H", "H", "H", "H", "H", "H", "H", "H"],
  "xyz": [[0.0176, -2.2883, 1.4551], [-0.0866, -0.7470, 1.4045], [-0.8311, -0.2774, 0.1472], [-0.3551, 0.8834, -0.7125], [-0.7453, 2.0569, -0.1085], [0.7259, 0.5486, -1.5626], [1.4641, 1.6066, -2.1492], [0.6141, -2.6342, 0.5457], [0.4840, -2.7341, 2.3531], [-1.0965, -2.5019, 1.2276], [-0.5664, -0.5124, 2.3573], [1.0036, -0.3783, 1.2476], [-1.8548, 0.0275, 0.4345], [-0.9513, -1.1707, -0.4195], [0.0700, 2.5933, -0.0026], [-1.5209, 1.9635, 0.6331], [0.8575, -0.5203, -1.8759], [1.5876, 1.5488, -3.1402], [1.1835, 2.5360, -1.8346]],
  "mulliken_charge": [-1.18, -0.13, -1.06, 0.43, -0.63, -0.32, -0.51, 0.26, 0.34, 0.29, 0.26, 0.27, 0.33, 0.55, 0.16, 0.25, 0.28, 0.21, 0.20],
  "mol_weight_g_mol": 100.16,
  "smiles": "CCC/C(N)=C/N",
  "e_tot_ha": -307.1402
}

{
  "formula": "C5H12N2",
  "method": "ωB97M-V/def2-TZVPD",
  "species": ["N", "C", "C", "C", "C", "C", "N", "H", "H", "H", "H", "H", "H", "H", "H", "H", "H", "H", "H"],
  "xyz": [[-0.7227, 0.7395, 2.2079], [0.5854, 0.5660, 1.5900], [0.7148, 1.1566, 0.1899], [-0.0163, 0.3899, -0.9427], [0.6444, -0.9048, -1.4612], [-0.8118, -1.5488, -1.3786], [-1.2449, -0.4090, -0.4780], [-1.4955, 0.1605, 1.7053], [-0.9677, 1.7308, 2.4491], [1.0105, -0.4541, 1.6027], [1.2545, 1.1675, 2.2035], [1.7339, 1.1029, -0.1522], [0.4866, 2.2408, 0.2974], [-0.3855, 1.0763, -1.7479], [1.0421, -0.9699, -2.5296], [1.3396, -1.3232, -0.7107], [-0.8247, -2.5147, -0.9478], [-1.3544, -1.4656, -2.2995], [-0.9884, -0.7404, 0.4024]],
  "mulliken_charge": [-0.51, -0.80, -0.59, 0.08, -0.56, -0.55, -0.67, 0.29, 0.25, 0.28, 0.37, 0.28, 0.37, 0.33, 0.32, 0.22, 0.31, 0.29, 0.29],
  "mol_weight_g_mol": 100.17,
  "smiles": "NCC[C@H]1CCN1",
  "e_tot_ha": -307.1464
}

{
  "formula": "C5H12N2",
  "method": "ωB97M-V/def2-TZVPD",
  "species": ["C", "C", "C", "C", "N", "C", "N", "H", "H", "H", "H", "H", "H", "H", "H", "H", "H", "H", "H"],
  "xyz": [[0.4498, 0.2808, 1.2550], [1.6532, -0.1684, 0.3300], [1.2566, -0.0669, -1.1184], [1.8475, 0.6495, -2.0661], [-0.6714, -0.6082, 1.2688], [-2.0300, -0.1427, 0.8310], [-2.0210, 0.0393, -0.5853], [0.1896, 1.2765, 0.8698], [0.7408, 0.4117, 2.3138], [2.3280, 0.6946, 0.3739], [1.9994, -1.1097, 0.7152], [0.4279, -0.7048, -1.4064], [1.8568, 0.4808, -3.1378], [2.5015, 1.4834, -1.7929], [-0.4908, -1.4512, 0.7160], [-2.2375, 0.7971, 1.3250], [-2.7671, -0.8464, 1.1809], [-2.2256, -0.8147, -1.0903], [-2.5761, 0.8222, -0.8905]],
  "mulliken_charge": [-0.52, -0.65, 0.25, -0.75, 0.08, -0.63, -0.37, 0.34, 0.38, 0.32, 0.34, 0.14, 0.27, 0.21, 0.33, 0.46, 0.31, 0.24, 0.24],
  "mol_weight_g_mol": 100.16,
  "multiplicity": 2,
  "e_tot_ha": -306.8509,
  "s_squared": 0.7557,
  "charge": 1
}

{
  "formula": "C5H12N2O",
  "method": "ωB97M-V/def2-TZVPD",
  "species": ["C", "C", "N", "C", "C", "C", "N", "O", "H", "H", "H", "H", "H", "H", "H", "H", "H", "H", "H", "H"],
  "xyz": [[0.9379, -0.2012, -2.0451], [1.0777, 0.7138, -0.8533], [1.3623, -0.3563, 0.5423], [-0.0252, 0.0439, 0.7550], [-0.3935, 1.2566, 1.5643], [-0.9166, -0.9638, 0.4973], [-2.2865, -0.9518, 0.6755], [-0.4227, -2.1670, 0.1348], [1.0189, 0.3932, -2.9584], [-0.0390, -0.6843, -2.0589], [1.7106, -0.9673, -2.0503], [0.3776, 1.5575, -0.9417], [2.0593, 1.1822, -0.8175], [1.9562, 0.1051, 1.2293], [-0.6426, 0.9729, 2.5892], [0.4229, 1.9817, 1.5940], [-1.2584, 1.7806, 1.1464], [-2.7213, -0.0441, 0.6862], [-2.7747, -1.6203, 0.0956], [0.5573, -2.0316, 0.2152]],
  "mulliken_charge": [-1.15, -0.15, -0.76, 1.05, -1.60, -0.19, -0.59, -0.62, 0.40, 0.29, 0.26, 0.26, 0.41, 0.31, 0.36, 0.42, 0.37, 0.20, 0.24, 0.48],
  "mol_weight_g_mol": 116.16,
  "smiles": "CCN/C(C)=C(/N)O",
  "e_tot_ha": -382.3579
}